Here is a structure of composition C6H9NO in a non-equilibrium geometry from the OMol25 dataset. Energies are from wB97M-V/def2-TZVPD.

Last column: Mulliken charge in e.
Geometry (Å):
C1 0.50 1.03 0.91  -0.58
C2 -0.08 -1.22 -0.19  -0.69
C3 -1.19 -1.53 0.82  -1.25
C4 0.35 0.24 -0.34  1.66
C5 1.20 0.59 -1.42  -1.37
O1 1.46 1.92 0.95  -0.46
C6 -0.97 1.27 -0.28  -0.01
N1 -1.95 1.75 -0.63  -0.48
H1 2.03 1.75 0.14  0.45
H2 -0.02 0.82 1.83  0.39
H3 -0.38 -1.56 -1.18  0.36
H4 0.83 -1.77 0.08  0.32
H5 1.38 1.63 -1.66  0.41
H6 1.23 -0.08 -2.26  0.24
H7 -2.10 -0.99 0.58  0.35
H8 -0.90 -1.28 1.84  0.28
H9 -1.40 -2.60 0.80  0.39

Properties
Charge   0
Multiplicity   1
Relative energy (zero: lowest compared OMol25 entry of this formula, charge and spin)   106.5 kcal per mole
Orbital gap (spin up / spin down)   0.2686 / 0.2687 Eh
E_HOMO (spin up / spin down)   -7.67 / -7.68 eV
LUMO energy (spin up / spin down)   -0.3637 / -0.3627 eV
Electronic energy   -9900.98748 eV